Entry from the Open Molecules 2025 dataset: a molecular structure, C17H12BrF6N2O9S2SeTa at a distorted geometry (ωB97M-V/def2-TZVPD).

Structure (XYZ):
```
51
Properties=species:S:1:pos:R:3:forces:R:3
Ta -0.200 -0.179 0.146 -0.3894 0.2158 0.1367
O -3.735 0.962 1.251 -0.1579 -0.2787 -0.0006
C -2.904 1.143 0.434 0.0729 0.2009 -0.1838
O -2.006 0.157 0.026 -1.3767 0.4918 -0.0625
C -2.703 2.374 -0.417 0.2894 -0.0465 -0.0206
C -2.503 1.946 -1.895 0.1240 -0.0136 -0.0264
C -2.762 3.135 -2.808 -0.0100 0.0714 -0.0045
C -1.519 4.009 -2.517 -0.0607 0.0089 0.0048
C -0.726 3.120 -1.562 -0.1120 -0.0239 0.0173
O -1.070 1.772 -1.983 0.0171 0.3023 0.0494
C -1.340 3.114 -0.153 0.0417 -0.0449 0.0281
C -0.448 2.259 0.748 -0.2188 0.3137 0.4012
O -0.911 1.649 1.730 0.0213 0.1291 -0.0286
O 0.723 1.969 0.330 -0.6362 -0.4342 -0.4832
H -3.569 3.013 -0.273 -0.0059 0.0793 0.0066
H -3.001 1.023 -2.173 0.0133 -0.0616 0.0055
H -3.706 3.627 -2.574 0.0052 0.0069 -0.0209
H -2.790 2.813 -3.847 0.0061 0.0024 0.0023
H -1.762 4.970 -2.063 -0.0033 -0.0195 -0.0139
H -0.942 4.199 -3.420 -0.0094 0.0089 -0.0104
H 0.347 3.260 -1.579 0.0005 -0.0713 0.0045
H -1.470 4.103 0.284 -0.0888 -0.0045 0.0169
F 2.649 -2.309 0.359 0.0248 -0.2178 -0.1027
C 3.459 -1.705 1.218 0.0198 0.3175 0.2946
F 3.415 -2.323 2.390 0.1372 -0.1571 -0.2594
F 4.696 -1.683 0.738 -0.1155 -0.1872 0.1706
S 2.874 0.027 1.501 -0.1275 -0.3716 -0.1226
O 1.399 -0.188 1.561 0.8473 -0.2043 0.1086
O 3.488 0.436 2.707 -0.0855 0.3511 -0.1605
N 3.357 0.835 0.241 -0.3571 0.1848 -0.0582
S 2.583 0.918 -1.123 0.2845 -0.7516 0.3374
O 1.405 -0.033 -1.076 1.1961 0.7135 -1.1207
O 2.455 2.192 -1.728 -0.1051 -0.0860 0.1907
C 3.675 0.007 -2.288 -0.1655 -0.0765 0.0519
F 3.126 0.068 -3.490 0.0301 -0.0377 -0.1076
F 3.798 -1.260 -1.920 0.0605 -0.0678 -0.0239
F 4.856 0.591 -2.292 0.1841 0.0396 -0.0677
Se -0.709 -1.890 1.887 0.2954 -0.6860 0.8302
C -2.358 -2.557 1.431 -0.1147 -0.0031 -0.0994
N -3.382 -3.027 1.193 0.0708 0.0543 0.0316
Br -1.819 -4.789 -4.767 0.0011 0.0092 -0.0130
C -1.366 -3.540 -3.421 -0.0089 0.0062 0.0111
C -2.362 -2.996 -2.629 -0.0189 -0.0398 -0.0401
C -2.022 -2.086 -1.641 -0.0297 0.0091 -0.0676
C -0.697 -1.698 -1.415 0.5327 0.5240 0.3444
C 0.280 -2.272 -2.241 -0.0639 -0.1636 0.0312
C -0.041 -3.185 -3.236 0.0341 0.0219 0.0453
H -3.395 -3.280 -2.778 0.0166 -0.0031 0.0112
H -2.820 -1.686 -1.034 -0.0170 0.0037 -0.0283
H 1.326 -2.031 -2.116 -0.0319 -0.0074 -0.0145
H 0.733 -3.613 -3.859 -0.0165 -0.0072 0.0096
```
Positions in Å, forces in eV/Å.

## Properties
Charge: 0
Energy relative to the best compared isomer or geometry (same formula, charge and spin), kJ/mol: 134.76
Highest occupied orbital energy, eV: -9.041
LUMO level, eV: -1.45

Results of the Mulliken charge analysis, in e, for atoms 1 through 8: 0.66, -0.58, 0.02, -0.09, -0.16, -0.18, -0.95, -0.97

***

Entry from the Open Molecules 2025 dataset: a molecular structure, C25H30N5O3PtS3 (ωB97M-V/def2-TZVPD).

Structure (XYZ):
```
67
Properties=species:S:1:pos:R:3:forces:R:3
Pt -0.832 0.213 0.766 -0.0213 0.0975 0.0448
N -1.096 -1.723 0.405 0.1163 -0.1383 0.1873
C -1.491 -2.810 0.299 -0.0505 0.1088 0.0171
N -1.925 -4.016 0.181 0.0255 -0.0441 -0.0947
C -1.807 -5.015 1.273 0.0059 -0.0184 0.0071
C -1.225 -6.294 0.690 0.0054 0.0176 0.0053
O -1.994 -6.729 -0.405 -0.0086 0.0007 -0.0161
C -1.969 -5.806 -1.471 -0.0114 -0.0116 0.0119
C -2.608 -4.493 -1.051 -0.0118 0.0155 0.0139
H -2.808 -5.203 1.665 0.0037 0.0054 0.0042
H -1.176 -4.610 2.063 -0.0048 0.0074 -0.0046
H -1.248 -7.084 1.438 -0.0020 0.0027 0.0015
H -0.183 -6.128 0.385 0.0007 -0.0050 -0.0032
H -2.533 -6.244 -2.292 -0.0019 0.0018 -0.0008
H -0.936 -5.636 -1.804 0.0067 0.0032 -0.0011
H -3.661 -4.643 -0.810 -0.0014 -0.0039 -0.0016
H -2.520 -3.731 -1.823 0.0121 -0.0015 -0.0013
N -3.580 -0.401 3.806 0.0005 -0.0205 0.0056
C -3.004 0.748 4.282 0.0144 0.0326 0.0016
C -2.045 1.083 3.385 0.0514 -0.0857 0.0068
N -2.036 0.138 2.373 -0.0434 0.0684 0.0140
C -2.980 -0.745 2.664 -0.0151 0.0064 -0.0888
H -4.340 -0.904 4.240 -0.0008 0.0001 -0.0067
H -3.318 1.217 5.198 0.0041 -0.0014 0.0001
H -1.361 1.908 3.398 0.0301 0.0618 -0.0373
H -3.254 -1.601 2.078 -0.0154 -0.0099 -0.0437
O 0.339 0.470 -0.887 0.2618 -0.1335 -0.0096
C 1.581 0.603 -1.205 -0.3835 0.0218 -0.2152
C 1.831 1.390 -2.446 -0.0055 0.1064 0.0856
C 1.981 0.935 -3.723 0.0224 -0.0142 -0.0248
C 2.022 1.990 -4.677 0.0266 0.0021 -0.0139
C 1.886 3.213 -4.102 -0.0333 -0.0118 0.0172
S 1.690 3.107 -2.404 0.0154 -0.0172 -0.0312
C 2.755 0.827 -0.066 0.2743 0.0651 0.4089
C 3.810 1.779 -0.288 -0.1467 -0.1150 -0.2098
C 4.195 2.458 0.835 -0.0136 0.0130 0.1066
C 3.492 2.020 1.961 0.0889 0.0940 0.0050
S 2.381 0.816 1.666 -0.1116 -0.0928 -0.1350
C 2.664 -0.498 -0.872 0.0100 -0.1259 -0.0881
C 2.276 -1.735 -0.228 -0.0534 0.1123 0.0071
C 2.967 -2.824 -0.659 -0.0022 0.0068 0.0272
C 3.934 -2.479 -1.624 0.0059 -0.0531 -0.0134
S 3.991 -0.870 -2.005 -0.0112 0.1002 0.0246
H 2.038 -0.111 -3.993 -0.0149 0.0043 0.0052
H 2.155 1.840 -5.737 -0.0047 0.0014 -0.0006
H 1.901 4.179 -4.583 -0.0067 0.0014 -0.0014
H 4.230 1.947 -1.272 0.0123 0.0101 0.0179
H 4.945 3.234 0.866 -0.0018 -0.0001 -0.0060
H 3.605 2.406 2.966 -0.0033 -0.0059 0.0010
H 1.478 -1.762 0.502 -0.0293 -0.0067 0.0119
H 2.815 -3.838 -0.319 -0.0064 -0.0031 -0.0071
H 4.595 -3.173 -2.130 0.0024 0.0046 0.0020
C 0.131 4.747 1.637 -0.0470 0.0185 0.0001
N -0.730 4.359 0.519 -0.0272 -0.1201 0.0202
C -1.313 5.449 -0.275 -0.0079 0.0039 -0.0035
C -1.062 3.102 0.303 0.0585 0.0628 0.1310
C -2.008 2.794 -0.812 -0.0135 -0.0184 -0.0006
O -0.578 2.199 1.077 -0.0077 0.0448 -0.0814
H 0.808 5.530 1.303 0.0187 -0.0126 -0.0029
H 0.695 3.890 1.985 0.0250 -0.0360 -0.0065
H -0.473 5.135 2.459 -0.0027 0.0115 -0.0162
H -0.809 6.372 -0.007 0.0037 -0.0004 -0.0058
H -2.376 5.564 -0.064 0.0036 0.0029 0.0064
H -1.171 5.271 -1.339 -0.0031 0.0124 0.0016
H -2.925 3.371 -0.692 0.0051 -0.0053 -0.0233
H -2.252 1.737 -0.830 0.0062 -0.0177 0.0073
H -1.565 3.067 -1.771 0.0081 0.0001 -0.0120
```
Positions in Å, forces in eV/Å.

## Properties
Charge: +3
Energy relative to the best compared isomer or geometry (same formula, charge and spin), kJ/mol: 0.00
Highest occupied orbital energy, eV: -16.546
LUMO level, eV: -10.04

Results of the Mulliken charge analysis, in e, for atoms 1 through 8: 0.98, -0.72, 0.82, 0.11, -0.51, -0.55, -0.35, -0.57

***

The evaluated E_tot for the records listed, in turn: -214147.3490 -75730.2716 eV.